Record 1
DFT (ωB97M-V/def2-TZVPD) results for a molecular structure, C5H8O.

```
14
Properties=species:S:1:pos:R:3:mulliken_charge:R:1
O -1.73 -1.22 0.10 -0.657
C 0.24 0.50 -0.01 0.657
C 0.72 -0.67 0.19 -0.083
C -1.51 0.04 -0.02 -0.227
C 0.42 -2.01 0.30 -0.647
C 0.66 1.90 -0.26 -1.189
H 1.73 2.06 -0.04 0.337
H 1.72 -1.51 0.21 0.149
H 0.48 2.16 -1.31 0.305
H 0.07 2.58 0.36 0.308
H 0.30 -2.61 -0.59 0.261
H -1.71 0.52 -1.01 0.238
H -1.84 0.71 0.80 0.256
H 0.43 -2.48 1.28 0.292
```

The value obtained for the HOMO-LUMO gap is 0.32279 Ha. As for the energy relative to the best compared isomer or geometry (same formula, charge and spin): 5.791 eV. The spin multiplicity is 1. Its total charge is 0.

---

Record 2
DFT (ωB97M-V/def2-TZVPD) results for a molecular structure, C5H8N2O2 in a non-equilibrium geometry.

```
17
Properties=species:S:1:pos:R:3:mulliken_charge:R:1
O 0.40 0.57 2.75 -0.593
O -0.87 2.19 0.86 -0.673
N 0.25 -0.96 -0.39 0.115
N 0.92 -1.40 1.62 -0.746
C -0.06 -1.13 -1.78 -0.869
C 0.36 -0.21 1.64 0.837
C -0.73 1.31 -0.17 -0.523
C 0.98 -1.82 0.36 -0.144
C -0.10 0.11 0.42 0.034
H 0.11 1.48 2.45 0.395
H 0.18 -2.18 -2.01 0.286
H 0.78 -0.59 -2.43 0.264
H -0.21 1.82 -1.04 0.314
H -1.71 1.07 -0.59 0.233
H -1.11 -0.81 -1.93 0.337
H -0.52 3.27 0.34 0.402
H 1.33 -2.74 -0.08 0.330
```

The value obtained for the HOMO-LUMO gap is 0.28736 Ha. As for the energy relative to the best compared isomer or geometry (same formula, charge and spin): 3.514 eV. The spin multiplicity is 1. Its total charge is 0.

---

Record 3
DFT (ωB97M-V/def2-TZVPD) results for 6 unconnected molecules or ions with the total composition C15H28F3NO13 in a non-equilibrium geometry.

```
60
Properties=species:S:1:pos:R:3:mulliken_charge:R:1
F 38.07 54.37 51.37 -0.331
F 41.29 53.98 50.66 -0.291
F 36.29 54.59 45.35 -0.332
O 42.57 52.63 46.64 -0.614
O 38.31 52.92 42.14 -0.586
O 35.43 54.96 49.41 -0.345
O 35.82 54.14 51.43 -0.380
O 33.71 55.08 50.99 -0.593
O 38.19 51.90 48.41 -0.612
O 36.98 52.96 43.97 -0.356
O 41.73 53.68 48.45 -0.315
O 39.04 53.87 43.97 -0.309
O 33.23 51.41 49.91 -0.263
O 34.05 49.89 47.82 -0.233
O 41.82 51.42 48.49 -0.366
O 33.34 49.14 45.33 -0.308
N 38.93 49.07 48.08 -0.409
C 37.15 53.49 45.32 1.236
C 32.62 48.70 44.13 -0.709
C 34.90 54.81 50.61 0.659
C 33.52 50.50 45.55 -0.639
C 36.83 54.80 49.38 -0.402
C 41.12 51.78 49.67 -0.598
C 37.01 53.90 50.70 0.729
C 32.51 51.81 51.13 -0.846
C 34.04 50.20 50.04 -1.112
C 42.07 52.56 47.83 0.618
C 38.67 54.01 45.37 -0.204
C 34.76 49.81 48.81 0.526
C 34.51 50.60 46.66 -0.217
C 38.15 53.22 43.30 0.528
C 40.88 53.28 49.58 1.020
H 41.74 51.56 50.48 0.452
H 39.43 49.90 47.56 0.338
H 35.33 48.84 48.79 0.310
H 39.12 49.05 48.97 0.321
H 37.22 54.23 48.62 -0.093
H 39.16 48.25 47.45 0.432
H 34.93 51.62 46.83 0.240
H 33.90 51.01 44.62 0.381
H 33.32 49.42 50.48 0.413
H 32.48 50.94 45.71 0.327
H 38.47 55.04 45.89 0.247
H 35.53 50.82 48.81 -0.299
H 31.80 49.60 43.96 0.233
H 39.40 53.43 45.91 0.191
H 37.29 52.09 48.60 -0.423
H 37.22 52.79 50.40 0.122
H 31.91 52.59 50.78 0.268
H 34.79 50.03 50.80 0.458
H 32.14 47.82 44.16 0.282
H 35.35 50.05 46.43 0.276
H 33.31 52.06 51.69 0.410
H 40.33 51.30 50.19 0.294
H 37.88 49.28 47.95 0.249
H 39.79 53.25 49.37 -0.212
H 31.90 50.99 51.58 0.234
H 36.92 52.89 46.30 -0.392
H 37.12 55.67 49.73 0.716
H 33.38 48.81 43.35 0.281
```

The value obtained for the HOMO-LUMO gap is 0.29073 Ha. As for the energy relative to the best compared isomer or geometry (same formula, charge and spin): 1.375 eV. The spin multiplicity is 1. Its total charge is 0.

---

Record 4
DFT (ωB97M-V/def2-TZVPD) results for a single C5H3NO molecule in a non-equilibrium geometry.

```
10
Properties=species:S:1:pos:R:3:mulliken_charge:R:1
O -1.31 1.34 0.37 -0.565
N 2.94 -0.31 -0.77 -0.464
C -0.38 -1.11 0.01 -0.342
C 1.86 -0.16 -0.39 0.217
C -0.04 1.24 0.34 0.121
C -1.60 -0.66 -0.15 -0.191
C 0.53 0.02 0.05 -0.005
H -2.59 -0.29 -0.11 0.449
H 0.61 2.09 0.59 0.375
H -0.02 -2.15 0.06 0.405
```

The value obtained for the HOMO-LUMO gap is 0.28857 Ha. As for the energy relative to the best compared isomer or geometry (same formula, charge and spin): 3.185 eV. The spin multiplicity is 1. Its total charge is 0.

---

Record 5
DFT (ωB97M-V/def2-TZVPD) results for 2 unconnected molecules or ions with the total composition CH5NO2Si in a non-equilibrium geometry.

```
10
Properties=species:S:1:pos:R:3:mulliken_charge:R:1
Si 0.32 0.06 1.44 0.163
O 0.38 0.50 -1.74 -0.418
O 1.56 1.48 -3.24 -0.349
N 0.87 0.63 -2.85 0.653
C -1.22 -0.80 0.94 -0.754
H 1.58 -0.52 1.05 -0.069
H -0.78 -1.62 0.39 0.218
H -1.65 -1.24 1.80 0.385
H 0.65 1.46 1.79 -0.050
H -1.71 0.05 0.43 0.220
```

The value obtained for the HOMO-LUMO gap (spin up / spin down) is 0.38662 / 0.16070 Ha. As for the energy relative to the best compared isomer or geometry (same formula, charge and spin): 4.459 eV. The spin multiplicity is 1. Its total charge is 0.

---

Record 6
DFT (ωB97M-V/def2-TZVPD) results for a single CHF3N2O3 molecule in a non-equilibrium geometry.

```
10
Properties=species:S:1:pos:R:3:mulliken_charge:R:1
F 1.28 0.02 -2.34 -0.193
F -0.35 -1.45 -2.61 -0.220
F -0.65 0.72 -2.94 -0.200
O -2.21 -1.08 0.52 -0.606
O -2.58 -0.56 -1.55 -0.572
O 0.38 -0.66 0.05 -0.371
N -0.58 -0.13 -0.67 -0.188
N -1.92 -0.69 -0.57 1.102
C 0.00 -0.22 -2.27 0.868
H 0.56 -0.10 0.89 0.380
```

The value obtained for the HOMO-LUMO gap is 0.40881 Ha. As for the energy relative to the best compared isomer or geometry (same formula, charge and spin): 0.468 eV. As for the SMILES: O=[N+]([O-])N(O)C(F)(F)F. The spin multiplicity is 1. Its total charge is 0.

---

Record 7
DFT (ωB97M-V/def2-TZVPD) results for 2 unconnected molecules or ions with the total composition C27H31BCl3N2OP in a non-equilibrium geometry.

```
66
Properties=species:S:1:pos:R:3:mulliken_charge:R:1
Cl 1.92 -1.78 -1.23 -0.322
Cl 1.50 -3.92 -3.35 -0.365
Cl 3.19 -1.35 -3.98 -0.356
P 0.84 0.06 1.92 -0.032
O 0.51 -1.41 -3.65 -0.555
N 1.61 1.13 0.82 0.267
N -0.68 0.62 1.36 0.426
C 3.26 0.92 3.26 -1.848
C -1.91 0.32 2.03 -0.152
C 3.03 1.24 0.72 -0.019
C -1.97 0.40 3.43 1.815
C 5.05 1.50 -0.60 -1.003
C -2.64 -0.76 -4.39 -0.406
C -0.57 1.62 0.41 -0.300
C -3.05 -0.17 -0.19 -1.388
C -3.08 0.00 1.30 1.177
C 7.33 1.47 0.45 -1.471
C -1.89 -1.68 -3.67 0.520
C -4.17 -2.52 -5.03 -0.452
C 0.71 1.92 0.11 -0.633
C 5.84 1.37 0.54 0.598
C -3.18 0.16 4.08 -1.229
C -4.35 -0.12 3.37 0.625
C -4.28 -0.21 1.98 -1.288
C -5.64 -0.32 4.10 -1.521
C 3.81 1.10 1.88 1.228
C -3.80 -1.17 -5.04 -0.598
C 2.90 1.47 -1.83 -1.966
C 5.20 1.12 1.76 -1.381
C -2.23 -3.03 -3.65 -0.413
C -0.78 0.76 4.27 -1.724
C -3.40 -3.45 -4.32 -0.515
C 3.65 1.41 -0.54 1.945
C -0.67 -1.17 -2.92 -0.590
B 1.66 -2.04 -3.13 0.652
H -5.93 0.59 4.64 0.329
H 4.05 1.20 3.96 0.511
H -0.78 -0.10 -2.81 0.211
H 2.01 0.84 -1.79 0.222
H -4.06 -0.40 -0.55 0.407
H -1.59 -3.74 -3.13 0.321
H -3.70 -4.50 -4.29 0.369
H 3.50 1.08 -2.65 0.347
H 5.54 1.66 -1.56 0.423
H 2.41 1.57 3.50 0.376
H -5.07 -2.84 -5.56 0.361
H -0.26 1.67 3.93 0.315
H 7.63 2.30 -0.20 0.373
H 5.81 0.96 2.65 0.369
H -2.73 0.74 -0.71 0.260
H -6.44 -0.58 3.41 0.364
H 1.07 2.64 -0.60 0.491
H -1.47 2.07 0.00 0.559
H -0.61 -1.62 -1.91 0.449
H 7.77 0.55 0.03 0.298
H -4.41 -0.43 -5.56 0.379
H -3.22 0.21 5.17 0.362
H 3.03 -0.13 3.46 0.378
H -0.06 -0.08 4.35 0.401
H -5.19 -0.43 1.41 0.317
H 7.76 1.62 1.45 0.375
H -2.28 0.27 -4.42 0.381
H -1.14 0.95 5.28 0.441
H 2.62 2.50 -2.08 0.353
H -2.39 -0.98 -0.52 0.181
H -5.56 -1.12 4.85 0.349
```

The value obtained for the HOMO-LUMO gap is 0.24348 Ha. The spin multiplicity is 1. Its total charge is 0.

---

Record 8
DFT (ωB97M-V/def2-TZVPD) results for a gas-phase ion, C12H24FN4O4S (charge +1) in a non-equilibrium geometry.

```
46
Properties=species:S:1:pos:R:3:mulliken_charge:R:1
S -2.88 -1.32 0.65 -0.057
F -0.94 -2.90 -3.06 -0.382
O -2.12 1.73 -1.64 -0.306
O 0.69 -1.22 2.17 -0.563
O -0.59 3.08 -2.15 -0.493
O -2.00 -0.55 -1.96 -0.454
N 3.69 0.46 0.77 -0.501
N -0.75 2.08 -1.61 0.560
N -2.38 3.18 0.69 -0.486
N -1.76 0.08 0.19 0.164
C 0.86 0.14 0.17 -1.074
C -1.83 0.99 1.41 -0.940
C -0.70 -2.58 -1.74 0.040
C 0.29 -0.51 -2.71 -1.815
C -0.19 3.00 1.78 -1.453
C 2.93 -0.60 1.44 -1.164
C 1.46 -0.18 1.55 0.216
C -1.49 2.46 1.23 0.537
C -0.67 -1.06 -1.63 0.774
C -0.40 -0.62 -0.14 -0.029
C 0.60 -3.22 -1.25 -1.154
C -2.40 0.47 -1.13 -0.281
H 0.85 0.36 -2.40 0.454
H 1.13 -1.50 2.98 0.443
H -0.40 3.96 2.24 0.521
H 0.54 3.16 0.99 0.357
H 3.31 -0.78 2.44 0.555
H 1.61 -0.10 -0.59 0.778
H 4.30 0.94 1.42 0.233
H -2.35 -1.47 1.87 0.247
H 1.45 -2.55 -1.32 0.245
H -2.86 0.95 1.76 0.578
H -2.10 4.16 0.66 0.325
H 0.22 2.36 2.56 0.269
H -0.32 -0.21 -3.57 0.396
H 0.79 -4.09 -1.88 0.433
H 3.00 -1.54 0.89 0.430
H 1.44 0.69 2.20 0.028
H -1.20 0.53 2.16 0.510
H 0.73 1.21 0.08 0.148
H -3.48 0.46 -1.02 0.531
H -0.45 -1.52 0.44 1.110
H 4.28 0.07 0.05 0.213
H 0.47 -3.57 -0.22 0.333
H -1.53 -2.98 -1.16 0.337
H 1.00 -1.25 -3.07 0.388
```

The value obtained for the HOMO-LUMO gap is 0.32659 Ha. As for the SMILES: [H]/N=C(\C)C[N@@+]1(S)[C@@H](ON=O)O[C@](C)([C@H](C)F)[C@H]1C[C@@H](O)CN. The spin multiplicity is 1. Its total charge is +1.